Here is a cluster of 5 separate species, C35H73ClNO8PS2Si in total from the Open Molecules 2025 dataset. Energies are from wB97M-V/def2-TZVPD.

## Properties
orbital gap = 8.051 eV
max |F| = 2.5 eV/A
E_LUMO = 0.0 eV
DFT total energy = -106707.484 eV

Structure (XYZ):
```
122
C35H73ClNO8PS2Si | the Open Molecules 2025 dataset | wB97M-V/def2-TZVPD
C 2.991 -2.636 3.446
C 2.708 -3.837 2.469
C 3.447 -3.745 1.090
C 3.215 -2.397 0.323
N 2.197 -2.499 -0.761
C 0.873 -2.844 -0.213
C -0.330 -2.503 -1.154
C -1.562 -3.481 -0.960
C -2.180 -3.365 0.491
Si -3.655 -2.116 0.617
C -3.236 -0.923 2.043
C -3.221 0.603 1.670
C -1.919 1.044 0.896
Cl -0.574 0.981 2.163
C -3.939 -1.286 -1.080
O -4.819 -0.156 -1.068
C -6.115 -0.478 -1.541
C -6.979 0.824 -1.364
C -5.148 -3.204 1.213
P -6.604 -2.208 1.789
O -6.417 -0.716 1.661
O -7.981 -2.659 0.921
O -6.940 -2.606 3.377
C 2.212 -1.199 -1.399
S 1.603 0.196 -0.701
S 2.973 -1.010 -3.070
C 3.940 0.562 -2.855
C 5.091 0.417 -1.764
C 4.846 1.302 -0.480
H 2.064 -2.007 3.477
H 3.817 -1.967 3.106
H 3.171 -2.960 4.498
H 3.063 -4.771 2.966
H 1.602 -3.950 2.338
H 3.149 -4.642 0.494
H 4.553 -3.842 1.244
H 2.975 -1.552 1.017
H 4.180 -2.123 -0.174
H 0.890 -3.944 0.008
H 0.663 -2.345 0.776
H -0.053 -2.425 -2.229
H -0.706 -1.494 -0.836
H -1.137 -4.519 -1.036
H -2.300 -3.379 -1.784
H -1.407 -3.146 1.271
H -2.562 -4.392 0.750
H -2.232 -1.167 2.480
H -3.969 -1.040 2.881
H -4.153 0.963 1.176
H -3.167 1.166 2.639
H -1.697 0.404 0.016
H -1.967 2.130 0.597
H -4.397 -2.063 -1.762
H -2.961 -1.028 -1.569
H -6.125 -0.806 -2.619
H -6.584 -1.326 -0.976
H -8.061 0.641 -1.540
H -6.670 1.623 -2.082
H -6.774 1.188 -0.328
H -4.774 -3.784 2.100
H -5.376 -3.952 0.417
H -7.711 -3.252 0.208
H -6.102 -2.696 3.850
H 3.284 1.429 -2.623
H 4.451 0.770 -3.821
H 5.136 -0.668 -1.499
H 6.057 0.728 -2.222
H 4.422 0.633 0.313
H 5.800 1.714 -0.063
H 4.126 2.137 -0.661
C -3.214 5.426 -2.448
C -2.298 6.273 -1.585
C -2.244 5.467 -0.300
O -2.399 4.088 -0.670
C -2.817 4.018 -2.039
H -3.100 5.605 -3.517
H -4.257 5.614 -2.177
H -1.303 6.323 -2.037
H -2.654 7.291 -1.432
H -3.068 5.731 0.369
H -1.303 5.597 0.238
H -1.970 3.656 -2.632
H -3.638 3.305 -2.135
C 7.253 -3.370 5.046
C 7.826 -4.775 5.042
C 6.926 -5.479 4.042
O 6.511 -4.488 3.093
C 6.860 -3.190 3.591
H 7.952 -2.610 5.394
H 6.363 -3.333 5.681
H 8.855 -4.756 4.671
H 7.826 -5.252 6.022
H 6.029 -5.879 4.526
H 7.432 -6.293 3.521
H 7.701 -2.817 2.996
H 6.016 -2.510 3.465
C 5.741 -1.785 -7.629
C 6.802 -1.638 -6.554
C 6.197 -0.573 -5.659
O 4.774 -0.720 -5.748
C 4.462 -1.604 -6.832
H 5.780 -2.737 -8.158
H 5.842 -0.981 -8.363
H 6.904 -2.577 -6.002
H 7.784 -1.362 -6.940
H 6.455 0.434 -6.007
H 6.510 -0.671 -4.617
H 4.122 -2.553 -6.404
H 3.651 -1.181 -7.427
C -5.881 7.400 3.333
C -5.740 8.887 3.072
C -4.684 8.915 1.982
O -4.835 7.704 1.230
C -5.711 6.820 1.941
H -6.829 7.122 3.796
H -5.070 7.058 3.983
H -6.683 9.289 2.690
H -5.456 9.464 3.953
H -3.674 8.925 2.407
H -4.789 9.774 1.316
H -6.666 6.788 1.405
H -5.286 5.814 1.953
```

=====

Here is a structure of composition C35H73NO13PdS5 from the Open Molecules 2025 dataset. Energies are from wB97M-V/def2-TZVPD.

## Properties
orbital gap (spin up / spin down) = 7.064 / 5.417 eV
⟨S²⟩ = 2.01
max |F| = 4.4 eV/A
2S+1 = 3
E_LUMO (spin up / spin down) = 0.2 / -1.4 eV
DFT total energy = -123226.082 eV

Structure (XYZ):
```
128
C35H73NO13PdS5 | the Open Molecules 2025 dataset | wB97M-V/def2-TZVPD
Pd -3.917 -2.859 -1.812
C 1.207 1.231 -2.460
C 0.714 0.897 -3.835
C 1.783 1.204 -4.854
O 0.062 -0.343 -3.821
H 1.875 0.405 -2.214
H 0.463 1.018 -1.692
H 1.686 2.210 -2.472
H 0.026 1.702 -4.091
H 1.576 1.023 -5.909
H 2.700 0.641 -4.683
H 2.062 2.257 -4.825
C -7.181 2.002 3.198
C -6.096 2.240 2.176
C -4.930 3.167 2.720
O -5.644 1.055 1.620
H -6.888 1.182 3.854
H -8.175 1.763 2.818
H -7.321 2.949 3.718
H -6.586 2.764 1.355
H -4.287 3.349 1.860
H -4.448 2.676 3.565
H -5.471 4.070 3.004
C -8.617 2.966 -4.863
C -7.134 2.858 -5.317
C -6.962 1.773 -6.487
S -8.056 0.455 -5.892
O -7.148 -0.333 -5.043
O -8.725 -0.198 -6.982
C -9.177 1.501 -4.769
H -9.080 3.549 -5.659
H -8.911 3.529 -3.978
H -6.684 2.586 -4.362
H -6.689 3.807 -5.614
H -6.099 1.213 -6.848
H -7.418 2.243 -7.358
H -9.212 1.165 -3.733
H -10.207 1.454 -5.125
C -4.806 -7.548 -9.130
C -3.429 -7.325 -9.697
C -2.488 -7.077 -8.416
S -3.293 -7.954 -7.003
O -3.461 -6.923 -5.999
O -2.604 -9.181 -6.595
C -4.804 -8.491 -7.989
H -5.611 -7.646 -9.858
H -5.138 -6.534 -8.906
H -3.521 -6.498 -10.400
H -3.194 -8.235 -10.250
H -2.493 -5.998 -8.264
H -1.440 -7.377 -8.437
H -5.710 -8.456 -7.383
H -4.571 -9.531 -8.218
C 0.075 11.743 -1.066
C -0.585 10.338 -0.924
C -0.899 9.681 -2.331
S -1.830 11.172 -3.191
O -3.295 11.191 -2.744
O -1.270 11.477 -4.544
C -1.019 12.423 -2.001
H 0.990 11.605 -1.642
H 0.319 12.213 -0.113
H -1.499 10.326 -0.330
H -0.009 9.676 -0.277
H -1.499 8.776 -2.232
H 0.021 9.463 -2.874
H -1.725 13.131 -1.567
H -0.469 13.115 -2.639
C 5.990 -7.386 -4.184
C 4.824 -6.616 -3.738
C 4.202 -7.639 -2.696
S 5.650 -8.394 -1.752
O 5.665 -9.845 -1.652
O 5.951 -7.684 -0.504
C 6.834 -7.786 -2.895
H 6.511 -6.906 -5.012
H 5.488 -8.228 -4.662
H 4.237 -6.252 -4.581
H 5.230 -5.724 -3.261
H 3.824 -8.488 -3.267
H 3.398 -7.413 -1.996
H 7.585 -8.572 -2.981
H 7.350 -6.929 -2.462
C -0.582 -3.819 6.939
C 0.176 -5.122 6.716
C 0.160 -5.477 5.201
S -1.460 -4.928 4.644
O -2.535 -5.729 5.288
O -1.363 -4.640 3.211
C -1.343 -3.415 5.645
H 0.075 -3.037 7.321
H -1.331 -4.225 7.619
H -0.148 -5.910 7.395
H 1.191 -4.900 7.047
H -0.035 -6.514 4.926
H 0.910 -4.917 4.644
H -2.371 -3.055 5.678
H -0.773 -2.743 5.004
C 6.610 0.457 5.163
C 6.379 1.162 6.486
C 7.643 1.972 6.725
C 7.483 3.058 7.804
C 6.229 3.938 7.549
C 4.919 3.204 7.231
N 5.210 1.999 6.268
O 4.093 1.252 5.912
C 4.179 2.724 8.448
C 3.907 4.208 6.494
C 6.084 0.023 7.518
H 6.868 1.237 4.446
H 7.461 -0.224 5.169
H 5.768 -0.078 4.724
H 8.377 1.368 7.258
H 7.979 2.464 5.812
H 7.342 2.583 8.775
H 8.397 3.647 7.875
H 6.589 4.596 6.758
H 6.150 4.570 8.434
H 3.680 3.451 9.088
H 4.922 2.211 9.059
H 3.310 2.137 8.153
H 3.510 5.044 7.070
H 2.999 3.648 6.268
H 4.277 4.639 5.564
H 7.102 -0.188 7.847
H 5.463 0.100 8.410
H 5.801 -0.855 6.938
H 4.128 1.216 4.953
```

=====

The lowest max |F| belongs to which entry? C35H73ClNO8PS2Si

=====

The highest max |F| belongs to which entry? C35H73NO13PdS5